Record 1
ORCA calculation (wB97M-V/def2-TZVPD) on C51H47AsCuN4PSSb as an isolated structure.

The total charge is +2. The energy above the lowest of the compared OMol25 structures with the same formula, charge and spin is 0.62 kcal per mole. As for the total energy: -191738.5540 eV. As for the multiplicity: 2.

Positions of all 107 atoms, in Å:
Cu -0.2953 -0.0541 2.3567
C -3.2993 -1.0519 1.8485
C -2.4406 -2.1847 2.3049
C -2.9669 -3.4627 2.4555
C -2.1789 -4.4681 2.9690
C -0.8779 -4.1659 3.3520
C -0.3994 -2.8811 3.1722
N -1.1664 -1.9146 2.6230
Sb 1.5327 -2.4330 4.0148
C 0.7247 -0.7126 5.0206
C 1.0978 -0.5491 6.3405
C 0.4442 0.3991 7.1202
C -0.6161 1.0746 6.5646
C -0.9693 0.8636 5.2325
C -2.2173 1.5167 4.7164
N -0.2501 0.0384 4.4519
C 2.4350 -1.3043 2.4454
C 3.7088 -1.7082 2.0880
C 4.4741 -0.8909 1.2637
C 3.9308 0.3018 0.8508
C 2.6300 0.6474 1.2175
C 2.0748 1.9557 0.7460
N 1.8810 -0.1566 1.9940
H -4.2062 -1.4092 1.3646
H -3.5938 -0.4346 2.6998
H -2.7549 -0.4280 1.1438
H -3.9954 -3.6462 2.1775
H -2.5742 -5.4673 3.0960
H -0.2462 -4.9231 3.7980
H 1.8783 -1.1660 6.7662
H 0.7259 0.5615 8.1520
H -1.2074 1.7612 7.1553
H -2.9551 1.5344 5.5171
H -2.0404 2.5488 4.4117
H -2.6373 0.9695 3.8762
H 4.1148 -2.6350 2.4720
H 5.4768 -1.1752 0.9739
H 4.4953 0.9843 0.2293
H 2.5142 2.2364 -0.2116
H 0.9933 1.9238 0.6442
H 2.3186 2.7463 1.4570
S -2.1836 4.0455 1.3943
C -1.9459 2.3621 1.4162
N -0.9327 1.9222 2.1055
C -0.2696 2.9901 2.7226
C 0.8104 2.8771 3.6042
C 1.3165 4.0259 4.1676
C 0.7672 5.2840 3.8654
C -0.3002 5.4066 3.0057
C -0.8204 4.2379 2.4417
H -2.6196 1.7224 0.8700
H 1.2382 1.9087 3.8283
H 2.1481 3.9629 4.8563
H 1.1892 6.1697 4.3197
H -0.7293 6.3740 2.7853
C 1.1249 -0.6383 -1.2573
C 1.0668 -1.2904 -2.6349
As -0.0259 -0.3894 -4.0146
C 1.0854 1.2009 -4.2801
C 2.3965 1.3563 -3.8353
C 3.0892 2.5407 -4.0622
C 2.4822 3.5816 -4.7498
C 1.1816 3.4333 -5.2111
C 0.4889 2.2553 -4.9695
C 0.6062 -1.4993 -5.4805
C -0.3337 -2.3009 -6.1212
C 0.0476 -3.1375 -7.1632
C 1.3697 -3.1702 -7.5754
C 2.3134 -2.3654 -6.9470
C 1.9321 -1.5352 -5.9053
P -0.4553 -0.5626 -0.3367
C -1.1050 -2.2143 -0.7292
C -2.0532 -2.4807 -1.7163
C -2.3623 -3.7925 -2.0527
C -1.7062 -4.8483 -1.4385
C -0.7249 -4.5912 -0.4900
C -0.4311 -3.2848 -0.1387
C -1.4741 0.6964 -1.1625
C -2.8530 0.5737 -1.3534
C -3.5870 1.6202 -1.8927
C -2.9598 2.8088 -2.2421
C -1.5942 2.9471 -2.0466
C -0.8587 1.9020 -1.5082
H 1.5390 0.3661 -1.3077
H 1.7970 -1.2146 -0.6110
H 0.6704 -2.3055 -2.5723
H 2.0903 -1.3928 -3.0032
H 2.9092 0.5467 -3.3287
H 4.1125 2.6423 -3.7230
H 3.0251 4.4976 -4.9407
H 0.7079 4.2343 -5.7635
H -0.5303 2.1550 -5.3278
H -1.3721 -2.2699 -5.8109
H -0.6898 -3.7556 -7.6580
H 1.6661 -3.8147 -8.3920
H 3.3430 -2.3813 -7.2787
H 2.6736 -0.8948 -5.4402
H -2.5236 -1.6770 -2.2632
H -3.0996 -3.9866 -2.8202
H -1.9431 -5.8672 -1.7135
H -0.1845 -5.4100 -0.0329
H 0.3525 -3.0941 0.5860
H -3.3687 -0.3378 -1.0890
H -4.6507 1.5009 -2.0502
H -3.5322 3.6160 -2.6789
H -1.0905 3.8611 -2.3319
H 0.2072 2.0360 -1.3884

Cartesian forces (eV/Å) of the 3 atoms listed first:
-0.413 -0.228 -0.567
-0.041 -0.037 -0.111
0.022 0.032 0.040

Record 2
ORCA calculation (wB97M-V/def2-TZVPD) on a 2-piece molecular cluster, C4H8O3 overall.

The total charge is 0. The SMILES is COC(=O)C=O.C. The energy above the lowest of the compared OMol25 structures with the same formula, charge and spin is 43.61 kcal per mole. As for the total energy: -10419.1123 eV. As for the multiplicity: 1.

Positions of all 15 atoms, in Å:
C -1.6454 -1.8659 1.3773
O -0.5631 -0.9346 1.4264
C -0.4924 -0.0774 0.4057
O -1.1531 -0.1193 -0.5990
C 0.5278 0.9874 0.8117
O 0.1996 2.1294 1.0072
H -2.5827 -1.3314 1.2093
H -1.6448 -2.3525 2.3509
H -1.4946 -2.5908 0.5752
H 1.5636 0.6239 0.9548
C 1.4621 1.1050 -1.9042
H 1.5591 0.0963 -1.4909
H 2.4515 1.5247 -2.0891
H 0.8753 1.0439 -2.8195
H 0.9372 1.7612 -1.2157

Cartesian forces (eV/Å) of the 3 atoms listed first:
-0.219 -0.238 0.018
0.068 0.070 -0.011
-0.402 0.049 -0.245

Record 3
ORCA calculation (wB97M-V/def2-TZVPD) on a 2-piece molecular cluster, C4H11NO2 overall in a non-equilibrium geometry.

The total charge is +1. The energy above the lowest of the compared OMol25 structures with the same formula, charge and spin is 11.55 kcal per mole. As for the total energy: -9902.4951 eV. As for the multiplicity: 2.

Positions of all 18 atoms, in Å:
C -1.5889 1.8503 1.3897
C -0.3898 0.9478 1.2755
O 0.7607 1.2483 1.0977
O -0.8311 -0.3222 1.4597
H -2.4975 1.2798 1.2587
H -1.5037 2.6852 0.6894
H -1.5320 2.3983 2.3337
C 0.0525 -1.0104 -1.4745
C 0.7374 -1.4553 -2.7902
N 1.1388 -1.0561 -0.4693
H -0.3614 -0.0110 -1.4948
H -0.7127 -1.7228 -1.1777
H 1.1056 -2.4763 -2.6867
H 1.6211 -0.8598 -3.0352
H 1.4771 -0.0913 -0.3181
H -0.0798 -0.9346 1.4004
H 1.9642 -1.5696 -0.7983
H 0.0010 -1.3170 -3.5820

Cartesian forces (eV/Å) of the 3 atoms listed first:
0.828 0.968 -0.261
-1.482 0.126 0.735
0.295 -0.355 -0.454

Record 4
ORCA calculation (wB97M-V/def2-TZVPD) on a 6-piece molecular cluster, C21H54N3O18P3 overall in a non-equilibrium geometry.

The total charge is 0. The SMILES is CCOP(=O)(OCC)OCC.CCOP(=O)(OCC)OCC.CCOP(=O)(OCC)OCC.C[N+](=O)[O-].C[N+](=O)[O-].C[N+](=O)[O-]. The energy above the lowest of the compared OMol25 structures with the same formula, charge and spin is 0.00 kcal per mole. As for the total energy: -91845.4404 eV. As for the multiplicity: 1.

Positions of all 99 atoms, in Å:
C 8.9539 14.4185 -20.4736
C 9.3807 12.9933 -20.7137
O 8.6094 12.3616 -21.7690
P 7.2370 11.6607 -21.5140
O 6.6146 11.1241 -22.7154
O 6.3961 12.7527 -20.7286
C 4.9392 12.6303 -20.7224
C 4.3671 13.3593 -19.5348
O 7.5829 10.5768 -20.4062
C 7.3280 9.1775 -20.6499
C 8.1297 8.3306 -19.6726
H 8.9237 15.0175 -21.3787
H 7.9880 14.4287 -19.9690
H 9.6448 14.8813 -19.7580
H 10.4164 12.8844 -21.0267
H 9.2650 12.3999 -19.8014
H 4.5889 13.0386 -21.6697
H 4.6448 11.5787 -20.6887
H 4.6386 14.4138 -19.4949
H 3.2764 13.2933 -19.5843
H 4.6823 12.9001 -18.5992
H 6.2633 8.9569 -20.5433
H 7.6067 8.9234 -21.6745
H 9.1621 8.1920 -19.9879
H 8.0921 8.7535 -18.6746
H 7.6676 7.3402 -19.6349
C 5.2042 12.9662 -12.2308
C 5.4248 13.9683 -13.3448
O 4.6379 15.1232 -13.0247
P 4.4806 16.3203 -14.0236
O 5.7232 16.8417 -14.6041
O 3.4054 15.7873 -15.0329
C 3.0329 16.5298 -16.2018
C 2.4836 15.5563 -17.2094
O 3.6773 17.3785 -13.1762
C 4.3670 18.4892 -12.5761
C 3.9224 18.6039 -11.1365
H 4.2683 12.4159 -12.3174
H 5.9957 12.2181 -12.2159
H 5.2044 13.5049 -11.2825
H 6.4837 14.2248 -13.4123
H 5.1425 13.5756 -14.3272
H 2.2952 17.2846 -15.9231
H 3.9050 17.0595 -16.5982
H 1.6237 15.0327 -16.7814
H 2.1110 16.0543 -18.1059
H 3.2212 14.8047 -17.4849
H 5.4463 18.3611 -12.6754
H 4.1081 19.3828 -13.1501
H 4.2668 19.5352 -10.6902
H 2.8298 18.6688 -11.1334
H 4.2136 17.7213 -10.5748
C 5.2085 10.4545 -15.6440
C 6.0664 9.8822 -14.5492
O 5.5649 8.6479 -14.0174
P 4.2533 8.6586 -13.1570
O 4.1157 9.7588 -12.2020
O 3.1388 8.5721 -14.2673
C 1.7785 8.5076 -13.8272
C 1.2264 7.1218 -14.0567
O 4.2531 7.2102 -12.5444
C 4.3518 6.9915 -11.1261
C 5.3241 5.8772 -10.8327
H 5.0280 9.7221 -16.4334
H 4.2244 10.7091 -15.2382
H 5.6753 11.3470 -16.0475
H 7.0711 9.6762 -14.9131
H 6.2048 10.6124 -13.7476
H 1.7359 8.8191 -12.7792
H 1.2134 9.2531 -14.3876
H 1.2024 6.9149 -15.1297
H 1.9099 6.3718 -13.6582
H 0.2256 7.0294 -13.6391
H 4.6019 7.9119 -10.6013
H 3.3554 6.6888 -10.7874
H 5.3702 5.7836 -9.7445
H 5.0066 4.9289 -11.2587
H 6.3198 6.1110 -11.2097
C 7.3521 16.0918 -17.3297
N 7.2168 14.7934 -16.6098
O 7.9864 14.5571 -15.7120
O 6.4211 14.0114 -17.0897
H 6.3588 16.4452 -17.5771
H 7.9497 15.8813 -18.2112
H 7.8667 16.8017 -16.6908
C 11.6476 19.8918 -16.1582
N 10.6875 18.8354 -15.7557
O 11.1295 17.8859 -15.1514
O 9.5383 18.9506 -16.1317
H 11.0862 20.7689 -16.4606
H 12.2103 19.4901 -16.9940
H 12.2891 20.1300 -15.3182
C 6.4453 20.0046 -15.9501
N 6.2877 20.8692 -17.1393
O 6.8616 21.9290 -17.1545
O 5.5347 20.4691 -18.0124
H 6.7561 19.0200 -16.2926
H 5.5168 19.9113 -15.4028
H 7.2725 20.3593 -15.3460

Cartesian forces (eV/Å) of the 3 atoms listed first:
0.106 0.130 0.687
-0.152 -0.570 0.020
0.462 0.662 0.064

Record 5
ORCA calculation (wB97M-V/def2-TZVPD) on a 2-piece molecular cluster, C3H7O3 overall in a non-equilibrium geometry.

The total charge is -1. The energy above the lowest of the compared OMol25 structures with the same formula, charge and spin is 27.89 kcal per mole. As for the total energy: -9367.9487 eV. As for the multiplicity: 1.

Positions of all 13 atoms, in Å:
C -1.9130 -0.9605 -0.4468
C -1.4506 0.5123 -0.2583
O -0.7312 0.9311 -1.1875
O -1.6999 1.0299 0.8610
H -2.9765 -1.0249 -0.6810
H -1.9418 -1.4347 0.5564
H -1.2128 -1.4697 -1.0993
C 2.9697 -0.2414 0.0114
O 2.1413 -0.8489 0.9942
H 1.3708 -0.2780 1.0695
H 3.7299 0.4459 0.4037
H 3.4752 -1.0602 -0.4978
H 2.3277 0.1962 -0.7597

Cartesian forces (eV/Å) of the 3 atoms listed first:
-0.505 0.057 1.644
0.636 -0.860 0.803
0.034 0.628 -0.266